# 1
# C3H6N2O2

C3H6N2O2 in the gas phase in a non-equilibrium geometry (the ωB97M-V functional and the def2-TZVPD basis, the OMol25 dataset).

Last column: natural (NBO) charge in e.
Cartesian coordinates (Å):
1 C -1.593 -0.280 -1.220  -0.37
2 C -1.702 -0.290 0.107  -0.23
3 C -0.597 0.283 0.917  -0.11
4 O 0.660 0.051 0.335  -0.41
5 N 1.570 1.038 0.425  0.07
6 N 2.673 0.840 -0.017  0.12
7 O 2.987 -0.401 -0.503  -0.58
8 H -2.390 -0.546 -1.908  0.21
9 H -0.571 0.019 -1.527  0.21
10 H -2.504 -0.733 0.676  0.21
11 H -0.619 1.329 1.032  0.21
12 H -0.406 -0.128 1.977  0.19
13 H 2.492 -1.182 -0.294  0.48

The SMILES is C=CCO/N=N\O. The calculation puts the lowest unoccupied orbital energy at 0.80 eV. The value obtained for the HOMO-LUMO gap is 0.3974 hartree. The value obtained for the total energy is -377.7229 Ha. The energy above the lowest of the compared OMol25 structures with the same formula, charge and spin comes out at 6.433 eV. As for the multiplicity: 1. The charge is 0.

***

# 2
# C3H6N2O2

C3H6N2O2 in the gas phase in a non-equilibrium geometry (the ωB97M-V functional and the def2-TZVPD basis, the OMol25 dataset).

Last column: natural (NBO) charge in e.
Cartesian coordinates (Å):
1 H 0.819 2.501 -0.359  0.37
2 N 1.092 1.535 -0.077  -0.73
3 C 0.147 0.713 0.191  0.41
4 N -1.243 0.925 0.076  -0.35
5 O -1.774 -0.354 0.127  -0.36
6 C -0.710 -1.174 -0.349  -0.11
7 C 0.512 -0.730 0.371  -0.01
8 O 1.905 -0.885 -0.110  -0.71
9 H -1.706 1.554 -0.618  0.39
10 H -0.544 -0.934 -1.426  0.18
11 H -0.795 -2.307 -0.199  0.22
12 H 0.530 -1.108 1.466  0.21
13 H 2.011 0.126 -0.269  0.50

The SMILES is [H]/N=C1\NOC[C@H]1O. The calculation puts the lowest unoccupied orbital energy at 0.75 eV. The value obtained for the HOMO-LUMO gap is 0.3783 hartree. The value obtained for the total energy is -377.7903 Ha. The energy above the lowest of the compared OMol25 structures with the same formula, charge and spin comes out at 4.600 eV. As for the multiplicity: 1. The charge is 0.

***

# 3
# C3H6N2O2

C3H6N2O2 in the gas phase (the ωB97M-V functional and the def2-TZVPD basis, the OMol25 dataset).

Last column: natural (NBO) charge in e.
Cartesian coordinates (Å):
1 N -1.356 0.615 -0.616  -0.83
2 C -1.394 -0.206 0.472  0.64
3 O -2.430 -0.542 1.013  -0.59
4 C -0.053 -0.776 0.938  -0.20
5 O 0.930 0.232 1.224  -0.51
6 C 1.783 0.781 0.358  0.33
7 N 1.677 0.326 -0.906  -0.87
8 H -2.221 1.075 -0.857  0.41
9 H -0.495 1.046 -0.917  0.40
10 H 0.314 -1.519 0.217  0.18
11 H -0.241 -1.278 1.886  0.23
12 H 2.337 0.717 -1.559  0.41
13 H 1.149 -0.471 -1.252  0.38

The calculation puts the lowest unoccupied orbital energy at 0.66 eV. The value obtained for the HOMO-LUMO gap is 0.3565 hartree. The value obtained for the total energy is -377.8576 Ha. The energy above the lowest of the compared OMol25 structures with the same formula, charge and spin comes out at 2.769 eV. As for the multiplicity: 1. The charge is 0.

***

# 4
# C3H6N2O2

2 unconnected molecules or ions with the total composition C3H6N2O2 in a non-equilibrium geometry (the ωB97M-V functional and the def2-TZVPD basis, the OMol25 dataset).

Last column: natural (NBO) charge in e.
Cartesian coordinates (Å):
1 C 0.517 -1.428 -0.880  -0.01
2 C 0.288 -0.980 0.543  -0.51
3 C -0.189 0.476 0.294  0.60
4 N 0.028 -0.614 -1.731  -0.21
5 N -0.592 0.362 -1.077  -0.41
6 O -1.300 0.889 1.024  -0.71
7 O 0.896 1.330 0.531  -0.72
8 H 0.971 -2.351 -1.181  0.20
9 H -0.526 -1.546 1.002  0.24
10 H 1.175 -1.016 1.169  0.24
11 H -0.903 1.590 -1.909  0.35
12 H -1.031 1.056 1.937  0.48
13 H 0.665 2.233 0.279  0.48

The calculation puts the lowest unoccupied orbital energy at 0.17 eV. The value obtained for the HOMO-LUMO gap is 0.3196 hartree. The value obtained for the total energy is -377.7864 Ha. The energy above the lowest of the compared OMol25 structures with the same formula, charge and spin comes out at 4.706 eV. As for the multiplicity: 1. The charge is 0.

***

# 5
# C3H6N2O2

C3H6N2O2 in the gas phase in a non-equilibrium geometry (the ωB97M-V functional and the def2-TZVPD basis, the OMol25 dataset).

Last column: natural (NBO) charge in e.
Cartesian coordinates (Å):
1 H 0.922 -2.607 -0.896  0.36
2 N 0.563 -1.665 -0.724  -0.75
3 C -0.455 -1.718 0.031  0.43
4 O -1.184 -0.672 0.484  -0.50
5 C -1.085 0.654 -0.076  -0.20
6 C 0.199 1.446 0.082  0.65
7 N 1.351 0.874 0.521  -0.83
8 O 0.064 2.656 -0.009  -0.62
9 H -0.860 -2.653 0.441  0.16
10 H -1.548 0.644 -1.059  0.22
11 H -1.666 1.481 0.400  0.26
12 H 2.059 1.583 0.653  0.40
13 H 1.640 -0.025 0.152  0.42

The SMILES is [H]/N=C/OCC(N)=O. The calculation puts the lowest unoccupied orbital energy at 0.80 eV. The value obtained for the HOMO-LUMO gap is 0.3933 hartree. The value obtained for the total energy is -377.8911 Ha. The energy above the lowest of the compared OMol25 structures with the same formula, charge and spin comes out at 1.858 eV. As for the multiplicity: 1. The charge is 0.

***

# 6
# C3H6N2O2

C3H6N2O2 in the gas phase in a non-equilibrium geometry (the ωB97M-V functional and the def2-TZVPD basis, the OMol25 dataset).

Last column: natural (NBO) charge in e.
Cartesian coordinates (Å):
1 N -0.249 -1.126 1.574  -0.94
2 C 0.844 -0.351 1.054  0.77
3 O 1.993 -0.774 1.382  -0.63
4 N 0.483 0.713 0.357  -0.59
5 C -0.750 0.658 -0.522  -0.32
6 C -0.369 0.629 -1.981  0.39
7 O 0.047 1.670 -2.521  -0.50
8 H -0.239 -1.403 2.617  0.40
9 H -0.059 -2.026 1.160  0.37
10 H 1.401 1.029 0.075  0.42
11 H -1.305 -0.250 -0.341  0.24
12 H -1.315 1.545 -0.215  0.24
13 H -0.481 -0.315 -2.638  0.14

The SMILES is NC(=O)NCC=O. The calculation puts the lowest unoccupied orbital energy at 0.02 eV. The value obtained for the HOMO-LUMO gap is 0.3498 hartree. The value obtained for the total energy is -377.8626 Ha. The energy above the lowest of the compared OMol25 structures with the same formula, charge and spin comes out at 2.633 eV. As for the multiplicity: 1. The charge is 0.

***

# 7
# C3H6N2O2

3 unconnected molecules or ions with the total composition C3H6N2O2 (the ωB97M-V functional and the def2-TZVPD basis, the OMol25 dataset).

Last column: natural (NBO) charge in e.
Cartesian coordinates (Å):
1 N 1.774 0.448 -1.676  -0.68
2 C 1.511 0.483 -0.493  0.70
3 N 1.270 0.628 0.706  -0.59
4 C 1.593 -0.250 1.747  0.54
5 O 0.887 -0.423 2.705  -0.52
6 H 1.043 0.196 -2.339  0.44
7 H 2.576 -0.741 1.643  0.12
8 H -2.029 0.237 1.554  -0.04
9 H -1.357 0.174 1.875  0.04
10 C -1.821 -0.192 -1.423  0.30
11 O -1.057 0.087 -2.317  -0.54
12 H -1.584 -0.947 -0.651  0.12
13 H -2.807 0.299 -1.330  0.12

The SMILES is N=C=NC=O.[H][H].C=O. The calculation puts the lowest unoccupied orbital energy at 0.32 eV. The value obtained for the HOMO-LUMO gap is 0.3959 hartree. The value obtained for the total energy is -377.8149 Ha. The energy above the lowest of the compared OMol25 structures with the same formula, charge and spin comes out at 3.931 eV. As for the multiplicity: 1. The charge is 0.

***

# 8
# C3H6N2O2

A molecular structure, C3H6N2O2 (the ωB97M-V functional and the def2-TZVPD basis, the OMol25 dataset).

Last column: natural (NBO) charge in e.
Cartesian coordinates (Å):
1 N -1.686 -0.336 -0.719  -0.83
2 C -0.559 0.140 -0.074  0.46
3 O -0.767 1.469 0.225  -0.70
4 C -0.018 -0.814 0.972  -0.13
5 O 1.331 -0.445 0.960  -0.52
6 C 1.392 0.176 -0.270  0.39
7 N 2.545 0.500 -0.667  -0.71
8 H -2.396 0.313 -1.025  0.41
9 H -1.988 -1.291 -0.588  0.39
10 H -0.145 -1.836 0.585  0.17
11 H -0.455 -0.721 1.967  0.20
12 H 0.119 1.847 0.179  0.50
13 H 2.629 0.997 -1.545  0.36

The calculation puts the lowest unoccupied orbital energy at 0.79 eV. The value obtained for the HOMO-LUMO gap is 0.3428 hartree. The value obtained for the total energy is -377.8171 Ha. The energy above the lowest of the compared OMol25 structures with the same formula, charge and spin comes out at 3.871 eV. As for the multiplicity: 1. The charge is 0.

***

# 9
# C3H6N2O2

2 unconnected molecules or ions with the total composition C3H6N2O2 (the ωB97M-V functional and the def2-TZVPD basis, the OMol25 dataset).

Last column: natural (NBO) charge in e.
Cartesian coordinates (Å):
1 O -1.438 1.057 0.907  -0.58
2 C -0.455 0.496 0.496  0.68
3 C 0.179 -0.792 1.024  -0.19
4 O 1.532 -0.363 1.239  -0.48
5 C 1.686 0.706 0.425  0.41
6 N 0.674 1.198 -0.165  -0.57
7 H 0.205 -1.599 0.285  0.20
8 H -0.254 -1.136 1.960  0.22
9 H 2.708 1.073 0.389  0.19
10 N -1.167 -0.192 -1.418  -1.03
11 H -1.987 0.398 -1.514  0.39
12 H -1.321 -1.116 -1.796  0.38
13 H -0.362 0.270 -1.829  0.39

The SMILES is O=C1COC=N1.N. The calculation puts the lowest unoccupied orbital energy at 0.77 eV. The value obtained for the HOMO-LUMO gap is 0.3835 hartree. The value obtained for the total energy is -377.8714 Ha. The energy above the lowest of the compared OMol25 structures with the same formula, charge and spin comes out at 2.393 eV. As for the multiplicity: 1. The charge is 0.

***

# 10
# C3H6N2O2

A molecular structure, C3H6N2O2 in a non-equilibrium geometry (the ωB97M-V functional and the def2-TZVPD basis, the OMol25 dataset).

Last column: natural (NBO) charge in e.
Cartesian coordinates (Å):
1 C 0.867 0.280 1.241  -0.66
2 C -1.320 0.053 -0.229  0.84
3 C -0.339 -0.403 0.698  0.24
4 N 0.411 0.345 -2.245  -0.50
5 O 0.013 -0.545 -1.242  -0.53
6 N -1.099 -1.376 1.131  -0.65
7 O -2.247 0.632 -0.634  -0.46
8 H 1.193 0.906 -1.912  0.32
9 H -0.376 0.958 -2.464  0.33
10 H -0.615 -2.204 1.479  0.35
11 H 1.535 -0.471 1.665  0.24
12 H 0.570 0.977 2.026  0.24
13 H 1.407 0.848 0.485  0.23

The calculation puts the lowest unoccupied orbital energy (spin up / spin down) at 0.72 / 0.72 eV. The value obtained for the HOMO-LUMO gap (spin up / spin down) is 0.3449 / 0.3450 hartree. The value obtained for the total energy is -377.7332 Ha. The energy above the lowest of the compared OMol25 structures with the same formula, charge and spin comes out at 6.154 eV. As for the multiplicity: 1. The charge is 0.